Record 1
Molecular formula: C6H8P
Method: DFT, ωB97M-V/def2-TZVPD

Cartesian coordinates (Å):
C  0.39896  -0.84574  -0.18553
C  0.14940  0.27557  0.87710
C  1.48159  0.87452  0.31382
C  1.73466  -0.05196  -0.64463
C  -0.96029  -0.96595  -0.93537
C  -1.17440  0.97697  0.78639
P  -2.42102  -0.13606  -0.05718
H  0.63752  -1.90102  0.35488
H  0.43819  -0.14451  1.88112
H  2.08892  1.83948  0.40961
H  2.43434  -0.27623  -1.38734
H  -0.83918  -0.76544  -2.02873
H  -1.18177  -1.96898  -1.01627
H  -1.54407  1.32177  1.69739
H  -1.24284  1.76758  -0.06526

The HOMO energy comes out at -13.66 eV. As for the spin multiplicity: 1. Its charge is +1.

=====

Record 2
Molecular formula: C30H44Cl2NPW
Method: DFT, ωB97M-V/def2-TZVPD

Cartesian coordinates (Å):
P  -0.32298  -0.31196  -0.70578
C  1.03574  -0.99075  -1.77838
C  0.72831  -1.22509  -3.26800
C  1.89818  -1.97198  -3.93033
C  3.22533  -1.22407  -3.75353
C  3.50863  -0.94772  -2.27182
C  2.34073  -0.19055  -1.62672
C  -0.56384  1.49517  -1.04120
C  -0.70974  1.88162  -2.52179
C  -1.11870  3.35782  -2.64712
C  -0.12387  4.27676  -1.92576
C  0.04161  3.86681  -0.45658
C  0.45815  2.39624  -0.33088
C  -1.86691  -1.07578  -1.41301
C  -1.81036  -2.60812  -1.27828
C  -3.03674  -3.26626  -1.92162
C  -4.34077  -2.70895  -1.33766
C  -4.38900  -1.18183  -1.45512
C  -3.16560  -0.52681  -0.79862
H  1.20383  -1.97133  -1.30956
H  0.56647  -0.26851  -3.78001
H  -0.18598  -1.81447  -3.38943
H  1.68454  -2.12366  -4.99554
H  1.98155  -2.96823  -3.47452
H  4.04591  -1.79880  -4.19961
H  3.17567  -0.26756  -4.29425
H  3.65278  -1.89795  -1.74003
H  4.43512  -0.37093  -2.16143
H  2.54858  0.00254  -0.56943
H  2.23204  0.78536  -2.11797
H  -1.52128  1.67920  -0.53454
H  -2.11726  3.48814  -2.20648
H  -1.44819  1.24530  -3.02325
H  0.24773  1.72904  -3.03612
H  -1.19754  3.63426  -3.70586
H  -0.45323  5.32033  -1.99834
H  0.85189  4.21521  -2.42975
H  0.78304  4.50583  0.03813
H  -0.91007  4.00969  0.07384
H  0.51526  2.10960  0.71986
H  1.45589  2.26247  -0.76379
H  -1.86943  -0.82112  -2.48225
H  -0.88561  -3.00401  -1.71015
H  -1.76791  -2.86838  -0.21213
H  -3.01745  -3.08358  -3.00591
H  -2.98812  -4.35327  -1.78271
H  -4.40849  -2.98573  -0.27724
H  -5.20631  -3.15921  -1.83879
H  -5.30533  -0.79267  -0.99517
H  -4.42129  -0.90004  -2.51775
H  -3.22226  0.55870  -0.92578
H  -3.16912  -0.71081  0.28211
W  -0.08920  -0.91301  1.58593
Cl  -1.63563  0.85952  2.09249
Cl  0.98827  -2.97201  0.93695
C  1.59335  -0.19590  1.82817
H  2.40151  -0.79664  1.37946
C  2.12617  0.98214  2.50266
C  1.34627  2.04512  3.00168
C  1.94944  3.13379  3.61815
C  3.33967  3.18686  3.76350
C  4.12917  2.14202  3.27894
C  3.52840  1.05549  2.65155
H  0.26855  1.99745  2.88222
H  1.33425  3.94730  3.99282
H  5.20953  2.17762  3.38828
H  4.13701  0.24061  2.26685
H  3.80456  4.03916  4.25144
C  -1.36797  -2.04461  6.12815
C  -2.23052  -2.28513  5.05891
C  -1.83153  -1.93425  3.76732
N  -0.61770  -1.35397  3.55167
C  0.24238  -1.12786  4.58673
C  -0.12169  -1.46448  5.89313
H  -1.66168  -2.31284  7.13472
H  -3.19701  -2.74200  5.22769
H  -2.48995  -2.12280  2.92954
H  1.21154  -0.69037  4.41273
H  0.55922  -1.28114  6.71434

The HOMO energy (alpha / beta) comes out at -6.55 / -7.48 eV. Its expectation value of S² is 2.05. As for the spin multiplicity: 3. Its charge is 0.